C55H62BF12N2O4SSi2TeW as an isolated structure at a distorted geometry. Source: the OMol25 dataset; level of theory: ωB97M-V/def2-TZVPD.

Geometry as XYZ:
```
141
Properties=species:S:1:pos:R:3:forces:R:3
W 1.32512 -0.61816 0.74058 0.9 -0.9 -1.4
C 5.71270 4.44428 -0.54632 0.0 0.0 0.0
C 4.76041 3.28660 -0.68130 0.0 0.0 0.0
C 3.65776 3.34342 -1.51848 -0.1 0.0 0.0
C 2.79689 2.26335 -1.61883 0.1 0.1 0.0
C 3.01628 1.07100 -0.93079 0.2 -0.1 -0.2
N 2.18082 -0.04873 -1.18989 0.0 0.5 0.2
C 2.51686 -0.80241 -2.31010 -0.1 -0.1 0.0
C 3.32329 -0.23393 -3.31826 0.0 0.0 -0.1
C 3.56009 -0.85549 -4.52722 0.0 0.0 0.0
C 3.02213 -2.09950 -4.81115 0.0 0.0 0.0
C 3.25867 -2.79410 -6.12579 0.0 0.0 0.0
C 2.31329 -2.71533 -3.79101 0.0 0.0 0.0
C 2.06669 -2.13144 -2.54998 0.1 0.1 0.0
C 1.54051 -3.02782 -1.42147 -0.1 0.0 -0.2
O 1.12208 -2.39718 -0.30438 0.2 0.3 0.5
C 2.69966 -4.02546 -1.05014 -0.1 0.0 0.0
F 2.87638 -4.98794 -1.98814 0.0 0.0 0.0
F 3.86674 -3.40325 -0.91853 -0.1 0.0 0.0
F 2.44897 -4.66518 0.10147 0.0 0.0 0.0
C 0.29450 -3.90218 -1.83859 0.0 0.0 0.0
F 0.45951 -4.73735 -2.88797 0.0 0.0 0.0
F -0.09582 -4.67368 -0.81583 0.0 0.0 0.0
F -0.74888 -3.11914 -2.16196 0.0 0.0 0.0
C 4.12792 1.01197 -0.06628 -0.1 0.0 0.1
C 4.96444 2.11683 0.04044 0.0 0.1 0.0
C 4.40813 -0.25840 0.75542 0.1 0.0 -0.2
O 3.39958 -1.16282 0.77845 -0.3 0.4 0.4
C 5.63478 -0.97597 0.11766 0.0 0.0 0.0
F 5.39148 -1.24866 -1.16770 0.0 0.0 0.0
F 6.76762 -0.23416 0.13916 0.0 0.0 0.0
F 5.91655 -2.12501 0.73957 0.0 0.0 0.0
C 4.75556 0.13224 2.23617 0.0 -0.1 -0.1
F 3.83882 0.99149 2.71648 0.0 0.0 0.0
F 4.75650 -0.94118 3.02483 0.0 0.0 0.0
F 5.95502 0.73387 2.41288 0.1 0.0 0.0
H 5.41290 5.27493 -1.18585 0.0 0.0 0.0
H 6.72803 4.15427 -0.82301 0.0 0.0 0.0
H 5.74767 4.80744 0.48274 0.0 0.0 0.0
H 3.47694 4.23514 -2.10775 0.0 0.0 0.0
H 1.96772 2.28974 -2.31474 0.0 0.0 0.0
H 3.77386 0.73142 -3.14693 0.0 0.0 0.0
H 4.17824 -0.35186 -5.26414 0.0 0.0 0.0
H 3.58649 -2.08566 -6.88794 0.0 0.0 0.0
H 2.35034 -3.27842 -6.48828 0.0 0.0 0.0
H 4.02764 -3.56641 -6.04095 0.0 0.0 0.0
H 1.97223 -3.72501 -3.96414 0.0 0.0 0.0
H 5.82396 2.06537 0.69469 0.0 0.0 0.0
C 1.09447 5.36558 -0.81389 0.0 0.0 0.0
C -0.12179 5.55788 0.08740 0.0 0.0 0.0
C -1.39121 5.39946 -0.75739 -0.1 0.0 0.0
C -0.09066 6.99808 0.61420 0.0 0.0 0.0
C -0.10751 4.53472 1.23370 0.0 0.0 0.0
C -0.57922 4.92359 2.49546 -0.1 0.0 0.0
C -0.52633 4.08137 3.58509 0.0 0.0 0.0
C 0.00209 2.81375 3.41320 0.0 0.0 0.0
S 0.33039 1.64025 4.63812 0.0 0.1 0.0
C 1.03082 0.62331 3.43476 0.0 -0.2 0.1
N 0.95723 1.05259 2.18786 0.1 0.2 0.2
C 0.42212 2.35743 2.15817 0.1 -0.1 0.1
C 0.37324 3.23398 1.07172 0.0 0.0 0.0
C 1.56022 -0.67526 3.75947 0.0 0.0 0.0
C 1.85081 -1.08303 5.06552 0.0 0.0 0.0
C 2.28622 -2.37123 5.27846 0.0 0.0 0.0
C 2.43016 -3.23660 4.18669 0.0 0.0 0.0
C 2.14888 -2.82022 2.90111 0.0 0.0 0.0
C 1.70118 -1.51522 2.65338 -0.3 -0.2 0.2
H 1.08634 6.11007 -1.61411 0.0 0.0 0.0
H 1.09028 4.38317 -1.27654 0.0 -0.1 -0.1
H 2.02730 5.46399 -0.25555 0.0 0.0 0.0
H -1.42399 4.42951 -1.25134 0.0 0.0 0.0
H -1.42399 6.17427 -1.52779 0.0 0.0 0.0
H -2.28497 5.49326 -0.13828 0.0 0.0 0.0
H 0.04698 7.67853 -0.22802 0.0 0.0 0.0
H 0.73206 7.15438 1.31388 0.0 0.0 0.0
H -1.02210 7.27810 1.10733 0.0 0.0 0.0
H -0.97977 5.91533 2.63992 0.0 0.0 0.0
H -0.86175 4.41258 4.55890 0.0 0.0 0.0
H 0.77642 2.89131 0.12921 0.0 0.0 0.0
H 1.74587 -0.39608 5.89861 0.0 0.0 0.0
H 2.52276 -2.70957 6.27904 0.0 0.0 0.0
H 2.77782 -4.24958 4.35487 0.0 0.0 0.0
H 2.28173 -3.49815 2.06947 0.0 0.0 0.0
C 0.51337 1.69925 -4.82349 0.0 -0.1 0.0
Si -1.10250 1.84619 -3.90531 0.0 0.1 0.0
C -1.88445 3.50332 -4.32687 0.0 0.0 0.0
C -2.26602 0.47656 -4.43070 0.0 0.0 0.1
C -0.85096 1.83361 -2.04067 0.0 0.0 0.1
Te -0.64920 -0.12373 -1.19115 -0.5 0.2 -0.2
C -2.78669 -0.23109 -0.88572 0.1 0.0 0.0
Si -3.82550 0.81939 0.27471 0.0 0.1 0.0
C -3.87743 0.19041 2.02498 0.1 -0.1 0.0
C -5.56950 0.74120 -0.42789 0.0 0.0 0.0
C -3.31712 2.61972 0.35785 0.1 0.0 0.0
H 0.32525 1.73548 -5.89934 0.0 0.0 0.0
H 1.03200 0.76287 -4.60363 0.0 0.0 0.0
H 1.18567 2.52398 -4.57587 0.0 0.0 0.0
H -2.13530 3.56296 -5.38832 0.0 0.0 0.0
H -1.20069 4.32450 -4.09872 0.0 0.0 0.0
H -2.80147 3.66595 -3.75591 0.0 0.0 0.0
H -2.27787 0.37162 -5.51721 0.0 0.0 0.0
H -3.28797 0.68286 -4.10375 0.0 0.0 0.0
H -1.95971 -0.48245 -4.00723 0.0 0.0 0.0
H -1.72477 2.27277 -1.56254 0.0 0.0 0.1
H 0.00944 2.43094 -1.74904 0.0 0.0 0.0
H -2.96152 -1.28470 -0.65181 0.0 0.0 0.0
H -3.16103 -0.07314 -1.90163 0.0 -0.1 0.0
H -4.15688 -0.86232 2.08107 0.0 -0.1 0.0
H -4.62220 0.76546 2.58132 0.0 0.0 0.0
H -2.91656 0.31336 2.52928 0.0 0.0 0.0
H -5.89838 -0.29436 -0.53990 0.0 0.0 0.0
H -5.61703 1.21377 -1.41193 0.0 0.0 0.0
H -6.28246 1.25024 0.22435 0.0 0.0 0.0
H -2.25272 2.73456 0.57877 0.0 0.0 0.0
H -3.87127 3.10226 1.16696 0.0 0.0 0.0
H -3.53655 3.16093 -0.56448 0.0 0.0 0.0
C -6.47167 -4.61665 2.46797 0.0 0.0 0.0
C -5.11641 -5.33373 2.40203 0.0 0.0 0.0
C -5.05602 -6.39980 3.50327 0.0 0.0 0.0
C -5.01359 -6.04549 1.05160 0.0 0.0 0.0
C -3.99963 -4.30537 2.59766 0.0 0.0 0.0
C -3.84645 -3.68389 3.83968 0.0 0.0 0.0
C -2.87575 -2.71128 4.08295 0.0 0.0 0.0
C -2.05524 -2.37410 3.03303 0.0 0.0 0.0
O -1.06252 -1.44716 2.96953 0.1 0.1 -0.1
B -0.50486 -1.51056 1.65656 -0.6 -0.3 0.3
O -1.28507 -2.45780 0.93697 0.2 0.0 0.0
C -2.19176 -2.98273 1.79902 -0.1 0.0 0.0
C -3.14534 -3.94339 1.54877 0.0 0.0 0.1
H -7.28993 -5.32829 2.33065 0.0 0.0 0.0
H -6.54128 -3.85650 1.68775 0.0 0.0 0.0
H -6.60599 -4.12125 3.43067 0.0 0.0 0.0
H -5.81924 -7.16190 3.32866 0.0 0.0 0.0
H -5.23170 -5.97464 4.49139 0.0 0.0 0.0
H -4.07995 -6.88711 3.51552 0.0 0.0 0.0
H -5.79370 -6.80631 0.98117 0.0 0.0 0.0
H -4.04771 -6.53804 0.93042 0.0 0.0 0.0
H -5.15101 -5.35492 0.21856 0.0 0.0 0.0
H -4.50819 -3.95508 4.65257 0.0 0.0 0.0
H -2.77601 -2.23747 5.04994 0.0 0.0 0.0
H -3.20209 -4.39203 0.56820 0.0 0.0 0.0
```
Forces are in eV/Å.

The gap between HOMO and LUMO (alpha / beta) comes out at 6.2 / 6.5 eV. Its charge is -1. The spin multiplicity is 3. The expectation value of S² is 2.016. As for the energy above the lowest of the compared OMol25 structures with the same formula, charge and spin: 0.0 kJ/mol. The value obtained for the HOMO energy (alpha / beta) is -0.1520 / -0.1644 Ha.

These are the Löwdin partial charges, in e, on atoms 1 to 99:
1 W 1.412
2 C -0.053
3 C -0.259
4 C -0.054
5 C -0.060
6 C -0.259
7 N -0.177
8 C -0.231
9 C -0.032
10 C -0.057
11 C -0.282
12 C -0.064
13 C 0.007
14 C -0.069
15 C -0.333
16 O -0.312
17 C -0.526
18 F 0.136
19 F 0.171
20 F 0.147
21 C -0.530
22 F 0.120
23 F 0.159
24 F 0.099
25 C -0.051
26 C 0.024
27 C -0.337
28 O -0.219
29 C -0.539
30 F 0.169
31 F 0.133
32 F 0.167
33 C -0.528
34 F 0.150
35 F 0.173
36 F 0.126
37 H 0.069
38 H 0.078
39 H 0.079
40 H 0.107
41 H 0.088
42 H 0.104
43 H 0.108
44 H 0.066
45 H 0.072
46 H 0.075
47 H 0.113
48 H 0.119
49 C -0.053
50 C -0.538
51 C -0.040
52 C -0.069
53 C -0.155
54 C -0.039
55 C -0.080
56 C -0.464
57 S 1.143
58 C -0.541
59 N -0.025
60 C -0.241
61 C 0.043
62 C -0.287
63 C -0.054
64 C -0.089
65 C -0.068
66 C -0.057
67 C -0.221
68 H 0.091
69 H 0.047
70 H 0.097
71 H 0.053
72 H 0.088
73 H 0.087
74 H 0.082
75 H 0.092
76 H 0.075
77 H 0.099
78 H 0.107
79 H 0.086
80 H 0.091
81 H 0.093
82 H 0.100
83 H 0.098
84 C -0.164
85 Si 0.408
86 C -0.184
87 C -0.189
88 C -0.525
89 Te 1.547
90 C -0.496
91 Si 0.436
92 C -0.149
93 C -0.185
94 C -0.182
95 H 0.034
96 H 0.026
97 H 0.031
98 H 0.027
99 H 0.025